Below is a 2-piece molecular cluster, C4H10N3O overall, with properties calculated with ωB97M-V/def2-TZVPD.

Calculated values
total charge = +1
HOMO-LUMO gap = 0.322 Eh
HOMO level = -12.4941 eV
ΔE to the lowest compared entry with this formula, charge and spin = 314.2 kJ/mol

```
18
Properties=species:S:1:pos:R:3:forces:R:3
O 0.04349 -0.46393 -1.11794 -0.93 0.94 1.73
N -1.34494 0.07328 2.16827 1.64 -0.56 0.96
N -1.28355 0.21478 0.81685 1.80 -0.23 -3.70
N 2.10373 0.01939 -2.77129 -2.94 -0.40 -2.03
C 0.86969 -0.83061 1.90213 -4.51 -0.56 -3.21
C -2.33491 0.95752 0.13839 -0.57 -0.37 -1.83
C -0.27319 -0.43956 2.71521 -3.12 -0.10 1.66
C -0.22636 -0.29246 0.07376 1.04 -0.87 4.05
H -3.12334 1.18029 0.81704 -0.43 0.15 0.62
H 1.33797 -0.20511 -2.03438 0.33 0.47 -0.29
H 1.64286 -0.19939 1.89549 3.09 2.41 0.07
H 2.52384 -0.91361 -2.96121 0.28 1.13 -0.07
H 1.12351 -1.84236 1.72203 0.04 -0.98 0.24
H 1.54855 0.37793 -3.67977 1.72 -1.08 2.50
H -0.53638 -0.63865 3.84348 1.36 0.37 -2.17
H 2.70880 0.76004 -2.43935 0.50 -0.18 -0.03
H -2.76315 0.36869 -0.70662 0.27 -0.02 0.80
H -2.01660 1.87375 -0.38209 0.43 -0.13 0.71
```
Forces are in eV/Å.

Below is the molecule C5H11NO, with properties calculated with ωB97M-V/def2-TZVPD.

Calculated values
HOMO-LUMO gap = 0.368 Eh
HOMO level = -9.1061 eV
ΔE to the lowest compared entry with this formula, charge and spin = 271.0 kJ/mol
SMILES = CCN(C=O)CC

```
18
Properties=species:S:1:pos:R:3:forces:R:3
O 1.31326 -1.43107 0.88600 0.79 -0.03 0.04
N 0.08065 0.28017 0.10436 0.33 0.41 0.54
C 0.60188 1.36111 -1.96106 -0.31 -5.48 1.62
C 1.13501 -0.24396 0.76091 -1.74 0.90 2.20
C -1.70906 -1.14463 1.04171 -4.97 1.68 0.33
C 0.11704 1.54504 -0.50684 -0.82 1.41 -0.48
C -1.05173 -0.47551 -0.13493 -2.85 -0.74 0.20
H 1.31550 0.60350 1.49916 2.11 -0.79 -0.47
H 0.43534 2.22790 -2.44565 -0.14 2.57 -2.40
H -1.82472 0.14520 -0.57245 0.08 0.33 -0.25
H -2.11449 -0.43970 1.83096 0.96 -0.35 -0.77
H 0.05965 0.35947 -2.43930 0.60 3.01 1.03
H -1.19083 -1.87092 1.49993 2.35 -2.38 1.63
H 1.60842 0.91373 -1.97310 0.12 1.06 -0.01
H 0.63078 2.30434 0.14191 0.17 -0.66 -0.86
H -0.94204 1.90045 -0.54841 0.79 0.00 0.04
H -2.73389 -1.69531 0.81329 2.06 1.10 -0.43
H -0.87314 -1.21363 -0.82364 0.47 -2.03 -1.97
```
Forces are in eV/Å.

Below is the molecule C25H36N2O3, with properties calculated with ωB97M-V/def2-TZVPD.

Calculated values
HOMO-LUMO gap = 0.318 Eh
HOMO level = -7.8911 eV
ΔE to the lowest compared entry with this formula, charge and spin = 152.3 kJ/mol
SMILES = COc1ccc(CCN2CCC[C@@H](CN(C)Cc3cc(OC)ccc3OC)C2)cc1

```
66
Properties=species:S:1:pos:R:3:forces:R:3
O -0.89869 -3.06629 1.94799 0.39 0.11 0.04
O 3.48889 -1.44412 -1.00032 -0.04 -0.09 0.33
O -3.93983 0.91528 -5.82886 0.19 -0.21 0.21
N 1.76077 -1.49764 3.97429 0.14 -0.05 0.09
N 0.11221 1.58046 0.73069 -0.18 0.07 0.06
C 0.64244 -0.57519 3.80903 0.05 0.24 -0.33
C 1.39202 -2.51153 1.76270 -0.16 -0.15 -0.10
C 0.59585 2.86649 1.18983 0.31 0.05 -0.06
C 0.14238 -2.67048 1.14459 0.07 -0.05 -0.05
C 3.40951 -1.12828 -2.36731 -0.01 0.04 -0.20
C -0.16537 1.77876 -1.69706 -0.31 -0.03 0.20
C -1.14685 1.58692 -2.81405 0.12 0.24 -0.04
C -2.46106 0.11658 -4.20205 -0.16 0.04 -0.16
C -4.54937 1.97667 -6.51996 -0.09 0.17 -0.10
C -0.86593 1.67211 -0.33214 0.28 -0.02 -0.17
C -1.72699 2.66698 -3.45930 0.10 -0.18 0.10
C 2.47236 -2.11462 0.99973 -0.12 -0.07 -0.25
C -2.15940 -3.26217 1.36141 -0.21 -0.02 -0.08
C -2.66075 2.49264 -4.46832 -0.29 0.00 -0.29
C -1.53441 0.30722 -3.20094 -0.07 0.11 -0.08
C 1.83080 2.67631 2.06688 -0.20 0.17 0.13
C 1.51382 1.75502 3.24058 0.15 -0.17 -0.31
C 1.11208 -2.00792 -0.96524 0.31 0.11 -0.15
C -0.29161 0.76224 1.85436 0.26 -0.20 0.04
C 1.56599 -2.74425 3.23943 0.02 -0.02 0.12
C 2.07319 -1.76734 5.36006 0.00 -0.04 0.01
C 0.02233 -2.42172 -0.21407 -0.30 -0.09 0.22
C 2.34977 -1.84736 -0.36291 -0.01 -0.03 0.09
C 0.94066 0.44705 2.70007 -0.39 0.11 0.24
C -3.03590 1.21097 -4.84976 0.07 -0.05 0.08
H -2.13160 -4.04057 0.59173 0.01 0.04 0.01
H -1.06081 1.25977 2.47664 -0.04 -0.02 0.00
H -1.55834 2.52113 -0.20011 -0.04 -0.07 0.01
H -5.13214 2.61428 -5.84676 0.04 -0.01 -0.03
H 0.69480 -3.30174 3.62136 0.16 0.02 0.02
H -0.92660 -2.53855 -0.71432 -0.10 -0.03 -0.01
H 0.47175 -0.04448 4.74918 -0.02 -0.05 0.02
H -5.21844 1.51272 -7.24314 0.03 0.08 0.03
H -2.81405 -3.58270 2.17100 0.00 0.02 -0.09
H 2.17789 3.64846 2.42287 0.05 0.02 -0.03
H 2.96907 -2.38620 5.40978 0.03 -0.03 0.07
H 0.78367 2.23472 3.89898 -0.04 0.00 0.09
H -2.55352 -2.33644 0.92726 0.02 -0.03 -0.01
H 2.71064 -0.30530 -2.55224 0.00 -0.03 0.01
H 0.97269 -1.82274 -2.01871 0.03 0.03 -0.11
H 1.26305 -2.28934 5.89541 -0.01 -0.01 0.03
H 2.41643 1.55418 3.81923 0.04 0.00 0.11
H 0.85481 3.47426 0.32025 -0.05 0.05 0.03
H 2.27901 -0.82691 5.86908 0.01 -0.01 0.08
H 3.43635 -1.98682 1.46588 0.16 0.05 0.10
H 2.46183 -3.35306 3.39582 -0.09 -0.03 0.00
H -3.81218 2.58806 -7.05106 -0.03 -0.01 0.03
H 0.60084 1.00256 -1.72497 0.06 0.02 0.02
H -2.76055 -0.87367 -4.50802 -0.03 -0.12 -0.04
H -1.44535 3.67122 -3.17575 0.05 0.10 0.03
H 2.62006 2.22635 1.46322 0.07 0.03 -0.05
H -3.08401 3.36258 -4.94575 -0.06 0.05 -0.07
H -1.09810 -0.54869 -2.70716 0.07 -0.14 0.07
H 3.11365 -1.99596 -2.96688 -0.01 0.03 0.02
H -0.71204 -0.16812 1.46829 -0.05 0.00 0.03
H -1.46274 0.75659 -0.33193 -0.02 0.02 0.02
H -0.18467 3.40572 1.76216 0.01 -0.01 -0.06
H 1.68316 0.00907 2.03164 -0.11 0.05 0.04
H 0.32416 2.74891 -1.78783 0.09 0.00 -0.02
H 4.41213 -0.81821 -2.65801 -0.09 -0.01 -0.03
H -0.27975 -1.12388 3.57351 -0.05 -0.01 0.08
```
Forces are in eV/Å.

Below is the molecule C4H3FINO, with properties calculated with ωB97M-V/def2-TZVPD.

Calculated values
spin multiplicity = 3
HOMO-LUMO gap (alpha / beta) = 0.227 / 0.270 Eh
HOMO level (alpha / beta) = -6.3913 / -9.5435 eV

```
11
Properties=species:S:1:pos:R:3:forces:R:3
I 3.65837 1.02407 0.39982 1.83 -0.22 0.61
F 1.25831 -2.84397 0.01884 -0.29 0.45 -0.36
O -0.00298 -1.16917 0.13263 -0.01 -0.37 0.56
N 0.65024 0.97443 -0.08774 4.78 2.29 -3.61
C -1.79228 0.54508 0.16792 1.31 -1.93 -3.12
C 1.76527 1.04596 -0.62704 -3.60 0.82 1.47
C -0.29629 0.18846 0.21424 -3.91 -2.47 1.68
C 1.17021 -1.56362 -0.32721 -0.19 -0.12 0.43
H -1.76453 1.29024 -0.67699 -0.71 -0.60 0.70
H -2.29514 -0.44277 -0.18970 0.60 1.90 0.57
H -2.35116 0.95131 0.97525 0.18 0.25 1.07
```
Forces are in eV/Å.